## w
# C7H13NO

2 unconnected molecules or ions with the total composition C7H13NO (the ωB97M-V functional and the def2-TZVPD basis, the OMol25 dataset).

Positions of all 22 atoms, in Å:
C  -1.47444  -0.62696  -1.14867
H  -3.00418  -1.17677  -2.64639
H  -3.65662  -0.19418  0.92747
H  -2.47977  1.31393  -0.86459
H  1.30390  1.39670  -0.09082
H  -2.04748  0.32792  -3.10377
H  -1.11248  -3.06930  -2.47817
H  -4.23592  -1.20300  -0.42017
C  -0.64868  -3.01054  -1.48294
C  -2.40281  -0.32918  -2.31115
C  -2.71189  0.25154  -0.96923
H  -0.13119  1.62542  0.92437
N  0.74456  0.63992  -1.58252
C  -3.89440  -0.19677  -0.14569
H  -4.73502  0.49340  -0.30601
H  -0.64705  -4.01830  -1.04562
C  -1.41665  -2.04295  -0.58945
O  0.71978  1.17952  0.87195
C  -0.19956  0.08147  -1.11125
H  -2.44521  -2.40460  -0.46539
H  -0.97875  -2.02603  0.42098
H  0.39793  -2.69885  -1.61358

Values from the calculation:
Gap between HOMO and LUMO in eV: 10.3805
Total charge: 0
SMILES: CC[C@@]1(C#N)C[C@H]1C.O

## x
# C7H13NO

C7H13NO in the gas phase (the ωB97M-V functional and the def2-TZVPD basis, the OMol25 dataset).

Positions of all 22 atoms, in Å:
H  1.55830  -0.26601  -1.56391
H  0.21382  2.94129  -0.20011
H  -2.75237  1.04799  0.01519
H  1.43968  -3.18799  0.93624
C  -0.10421  2.06532  0.37771
N  -0.79193  -1.28964  1.01610
H  -3.25720  -0.56292  0.58219
O  1.30365  -0.57966  1.90512
H  1.68273  1.48879  -1.62805
H  -2.79863  -0.31498  -1.12097
C  -1.16938  -0.39037  0.23351
H  -1.12553  2.27835  0.70292
C  -2.58473  -0.02331  -0.09039
H  -0.59768  0.95278  -1.37306
H  0.61788  -2.66795  -0.54557
C  1.28915  -2.34955  0.25271
C  0.72674  -1.19672  1.04030
H  2.23563  -2.05354  -0.20075
C  1.42825  0.64449  -0.97583
H  0.52151  1.98301  1.27087
H  2.16443  0.68312  -0.16821
C  -0.00009  0.79748  -0.46603

Values from the calculation:
Gap between HOMO and LUMO in eV: 10.0335
Total charge: 0
SMILES: CC(=O)/N=C(/C)C(C)C

## y
# C7H13NO

2 unconnected molecules or ions with the total composition C7H13NO (the ωB97M-V functional and the def2-TZVPD basis, the OMol25 dataset).

Positions of all 22 atoms, in Å:
H  -0.19519  2.46390  0.30310
H  -0.61354  0.96640  1.88954
C  -1.21064  -0.06876  1.67200
O  -0.81424  -1.92277  0.08226
H  -2.40986  0.00487  1.40738
H  -0.60882  1.77748  -1.94964
N  0.63904  -0.49960  -1.34582
H  -1.81333  1.59887  -0.67284
H  0.70565  -2.37427  1.34214
C  -0.57338  -0.58824  0.58830
C  -1.11739  0.95957  -1.27816
H  1.86862  1.77909  -0.69375
C  0.74468  1.67014  0.20742
C  -0.09241  0.34554  -0.44912
H  -1.61339  0.20513  -1.96147
H  1.43222  0.06558  -1.88465
H  -1.03328  -0.91758  2.69014
C  1.35308  -1.52195  -0.57811
C  0.39198  -1.67671  0.55729
H  1.57820  -2.40873  -1.19152
H  1.24725  1.28060  1.25270
H  2.13474  -1.13858  0.01282

Values from the calculation:
Gap between HOMO and LUMO in eV: 9.6044
Total charge: 0

Short version: y is the least stable of them.